DFT (the ωB97M-V functional and the def2-TZVPD basis) results for an isolated molecule of C5H11NO2 in a non-equilibrium geometry.

## Properties
E_HOMO in eV: -8.92
Net charge: 0
Total energy in eV: -10948.3501
SMILES: CCN(C)CC(=O)O
Gap between HOMO and LUMO in eV: 9.725
Relative energy (zero: lowest compared OMol25 entry of this formula, charge and spin) in kJ/mol: 88.5
Largest force on an atom in eV/Å: 1.1
Molar mass in g/mol: 117.1

Last column: Mulliken charge in e.
Atoms and positions in Å:
1 C 0.4869 2.2732 0.5965  -1.10
2 C 0.0114 0.9511 1.2101  -0.38
3 N 0.3683 -0.1857 0.3280  -0.18
4 C 0.5188 -1.4153 1.1207  -1.00
5 C -0.6808 -0.3185 -0.6670  -0.44
6 C -0.3094 -1.2626 -1.7899  0.42
7 O -0.7414 -0.7685 -2.9772  -0.45
8 O 0.2672 -2.3070 -1.7097  -0.56
9 H 1.4049 2.6327 1.0541  0.33
10 H -0.2175 3.0918 0.7542  0.29
11 H 0.6657 2.1689 -0.4682  0.33
12 H -1.0698 0.9490 1.3792  0.29
13 H 0.5629 0.7847 2.1312  0.42
14 H 0.9442 -2.1932 0.5197  0.31
15 H -0.4510 -1.7287 1.5236  0.36
16 H 1.1957 -1.2165 1.9411  0.36
17 H -0.8247 0.6739 -1.0602  0.33
18 H -1.6017 -0.7034 -0.2206  0.31
19 H -0.5298 -1.4259 -3.6655  0.36